Here is N2O4 in the gas phase from the Open Molecules 2025 dataset. Energies are from ωB97M-V/def2-TZVPD.

Output
E_tot, Ha: -410.21187
Total charge: 0
LUMO level, eV: -1.0
SMILES: O=NO[N+](=O)[O-]
Frontier orbital gap, eV: 9.158

CARTESIAN COORDINATES (ANGSTROEM)
O  -0.98575  2.09619  -0.41050
N  -0.33938  1.17425  0.00008
O  -0.15103  0.19010  -0.82073
N  0.38608  -1.01452  0.27134
O  0.67203  -1.97094  -0.32649
O  0.41806  -0.47508  1.28631

Want to see where the charge sits? The Mulliken charges in e are: atom 1 (O): -0.42, atom 2 (N): 0.31, atom 3 (O): -0.28, atom 4 (N): 1.18, atom 5 (O): -0.43, atom 6 (O): -0.37